*A*
Density functional theory data (ωB97M-V/def2-TZVPD) for a single C4H4F2N2 molecule.

```
12
Properties=species:S:1:pos:R:3:nbo_charge:R:1
C -1.325 0.286 0.287 -0.226
C -0.763 -0.833 -0.237 -0.145
C -0.664 1.585 0.459 -0.087
C 0.782 -1.059 -0.301 0.202
N 0.386 2.043 -0.047 -0.147
N 1.438 -0.051 -0.926 0.093
F 1.105 -1.223 1.014 -0.344
F 2.701 0.148 -0.416 -0.212
H -2.352 0.270 0.293 0.219
H -1.494 -1.573 -0.501 0.224
H -1.025 2.402 1.121 0.223
H 1.210 -1.995 -0.745 0.200
```

Properties
Orbital gap (spin up / spin down) = 0.3277 / 0.3711 Eh
HOMO level (spin up / spin down) = -9.687 / -10.193 eV

*B*
Density functional theory data (ωB97M-V/def2-TZVPD) for 2 unconnected molecules or ions with the total composition C4H4F2N2.

```
12
Properties=species:S:1:pos:R:3:nbo_charge:R:1
F -2.641 -2.396 0.118 -0.311
C -1.556 -1.620 -0.083 0.542
C -1.851 -0.281 -0.130 -0.261
C -0.758 0.573 0.075 -0.185
C 0.510 -0.057 0.047 -0.040
N 0.671 -1.392 -0.019 -0.211
N -0.344 -2.177 -0.048 -0.239
H -2.828 -0.042 -0.114 0.230
H -0.993 1.679 0.187 0.243
H 1.502 0.347 0.047 0.234
F 3.541 -1.523 0.004 -0.570
H 2.920 -2.056 -0.382 0.568
```

Properties
Orbital gap = 0.3656 Eh
HOMO level = -9.977 eV
SMILES string = Fc1cccnn1.F

Which of them is the most stable? Correct choice: *B*.